# 1
Below is a cluster of 2 separate species, H4O2 in total, with properties calculated with ωB97M-V with the def2-TZVPD basis set.

As for the energy above the lowest of the compared OMol25 structures with the same formula, charge and spin: 0.170 eV. As for the max |F|: 0.30 eV/A. The HOMO energy comes out at -11.473 eV. The value obtained for the electronic energy is -4159.769 eV. As for the HOMO-LUMO gap: 12.29 eV.

Geometry as ORCA input:
```
! wB97M-V def2-TZVPD RIJCOSX def2/J DEFGRID3
* xyz 0 1
H -2.1918 0.2971 0.5028
O 2.0548 -1.0959 -1.1465
H -2.1024 0.9505 1.8655
H 1.4063 -0.6451 -0.6058
H 2.4836 -0.3967 -1.6400
O -1.6504 0.8901 1.0239
*
```

# 2
Below is a cluster of 2 separate species, H4O2 in total at a distorted geometry, with properties calculated with ωB97M-V with the def2-TZVPD basis set.

As for the energy above the lowest of the compared OMol25 structures with the same formula, charge and spin: 0.412 eV. As for the max |F|: 2.29 eV/A. The HOMO energy comes out at -11.135 eV. The value obtained for the electronic energy is -4159.527 eV. As for the HOMO-LUMO gap: 12.17 eV.

Geometry as ORCA input:
```
! wB97M-V def2-TZVPD RIJCOSX def2/J DEFGRID3
* xyz 0 1
H 0.1370 -0.7780 -1.4947
O 0.0032 0.1585 -1.3209
H 0.7044 -0.0589 1.4200
H -0.6363 0.0603 2.2611
O -0.2330 0.0214 1.3556
H 0.0247 0.5967 -2.2211
*
```

# 3
Below is a cluster of 2 separate species, H4O2 in total, with properties calculated with ωB97M-V with the def2-TZVPD basis set.

As for the energy above the lowest of the compared OMol25 structures with the same formula, charge and spin: 0.212 eV. As for the max |F|: 0.28 eV/A. The HOMO energy comes out at -11.629 eV. The value obtained for the electronic energy is -4159.726 eV. As for the HOMO-LUMO gap: 12.68 eV.

Geometry as ORCA input:
```
! wB97M-V def2-TZVPD RIJCOSX def2/J DEFGRID3
* xyz 0 1
H -0.4988 -2.6506 -5.3483
O 0.7779 2.7249 4.5989
H 1.5905 2.2283 4.7422
H 0.6258 2.6552 3.6475
O -0.9324 -2.6657 -4.4891
H -0.2078 -2.7750 -3.8650
*
```

# 4
Below is a cluster of 2 separate species, H4O2 in total at a distorted geometry, with properties calculated with ωB97M-V with the def2-TZVPD basis set.

As for the energy above the lowest of the compared OMol25 structures with the same formula, charge and spin: 0.958 eV. As for the max |F|: 2.93 eV/A. The HOMO energy (spin up / spin down) comes out at -18.986 / -17.916 eV. The value obtained for the electronic energy is -4148.150 eV. As for the HOMO-LUMO gap (spin up / spin down): 14.25 / 5.56 eV.

Geometry as ORCA input:
```
! wB97M-V def2-TZVPD RIJCOSX def2/J DEFGRID3
* xyz 1 2
O -25.4375 -10.2779 17.1920
O -27.0217 -11.9210 15.5165
H -25.4343 -9.3385 17.0082
H -25.8172 -10.6746 16.4080
H -26.9820 -11.5814 14.6224
H -27.9422 -11.8358 15.7649
*
```